Record 1
Density functional theory data (the ωB97M-V functional and the def2-TZVPD basis) for a structure of composition C32H40F6N4O4P2ReS4.

Atoms and positions in Å:
Re -0.670 0.624 -0.574
C 2.773 1.681 -4.219
C 1.578 1.919 -3.297
C 1.989 2.940 -2.242
P 0.876 0.394 -2.463
C 0.515 -0.727 -3.920
C -0.970 -0.613 -4.256
C 0.936 -2.186 -3.761
C 2.288 -0.263 -1.530
C 3.411 -0.807 -2.132
C 4.501 -1.242 -1.390
C 5.728 -1.786 -2.050
C 4.430 -1.139 -0.004
C 3.327 -0.603 0.617
C 2.240 -0.114 -0.128
N 1.138 0.438 0.473
C 1.250 1.019 1.729
C 2.392 1.706 2.146
C 2.473 2.226 3.423
C 1.432 2.066 4.328
C 1.531 2.569 5.734
C 0.266 1.441 3.894
C 0.140 0.958 2.604
P -1.311 0.145 1.830
C -2.918 0.841 2.502
C -3.333 2.045 1.657
C -3.002 1.268 3.967
C -1.144 -1.591 2.578
C -1.843 -1.807 3.920
C 0.326 -1.983 2.748
H 2.993 2.611 -4.742
H 2.598 0.915 -4.970
H 3.650 1.405 -3.637
H 0.746 2.324 -3.886
H 2.813 2.556 -1.644
H 1.168 3.176 -1.571
H 2.310 3.862 -2.723
H 1.075 -0.294 -4.756
H -1.573 -1.141 -3.522
H -1.163 -1.058 -5.231
H -1.289 0.431 -4.289
H 0.717 -2.566 -2.769
H 1.995 -2.334 -3.952
H 0.380 -2.790 -4.475
H 3.442 -0.898 -3.207
H 5.485 -2.262 -2.997
H 6.221 -2.510 -1.407
H 6.434 -0.978 -2.247
H 5.250 -1.493 0.602
H 3.285 -0.569 1.695
H 3.209 1.843 1.454
H 3.363 2.758 3.719
H 2.557 2.811 5.994
H 1.155 1.828 6.437
H 0.928 3.469 5.850
H -0.543 1.332 4.594
H -3.623 0.024 2.302
H -2.609 2.855 1.764
H -4.300 2.414 1.996
H -3.419 1.776 0.607
H -2.473 2.207 4.110
H -2.627 0.527 4.662
H -4.050 1.445 4.206
H -1.610 -2.266 1.853
H -1.382 -1.195 4.693
H -1.710 -2.850 4.204
H -2.910 -1.612 3.870
H 0.748 -1.503 3.632
H 0.942 -1.712 1.893
H 0.394 -3.062 2.872
F -2.959 -5.049 -1.566
C -1.807 -4.427 -1.229
F -1.295 -4.010 -2.398
F -1.001 -5.390 -0.789
S -0.328 -2.301 -0.140
O -0.656 -1.477 -1.324
O 0.702 -3.248 -0.446
N -1.993 -3.441 -0.293
S -3.067 -2.300 -0.641
O -3.379 -2.102 -2.005
O -2.787 -1.171 0.200
C -4.616 -2.951 0.220
F -5.558 -2.009 0.182
F -5.120 -4.067 -0.280
F -4.319 -3.164 1.505
S -2.670 0.996 -1.828
C -2.770 2.727 -1.935
C -3.788 3.220 -2.776
N -4.620 3.578 -3.479
C -1.953 3.584 -1.234
S -0.712 3.002 -0.147
C -2.073 4.979 -1.341
N -2.157 6.120 -1.428

Summary:
* orbital gap (alpha / beta): 5.17 / 5.94 eV
* 2S+1: 2
* LUMO energy (alpha / beta): -2.34 / -1.84 eV

Let us look at the Löwdin charges, expressed in e, one per atom: Re 0.792; C -0.104; C -0.497; C -0.130; P 1.041; C -0.480; C -0.132; C -0.089; C -0.278; C -0.051; C -0.265; C -0.047; C -0.021; C -0.021; C -0.325; N -0.175; C -0.347; C -0.019; C -0.024; C -0.270; C -0.048; C -0.038; C -0.282; P 1.060; C -0.487; C -0.146; C -0.106; C -0.514; C -0.095; C -0.126; H 0.087; H 0.063; H 0.073; H 0.117; H 0.081; H -0.026; H 0.087; H 0.091; H 0.037; H 0.089; H 0.052; H 0.037; H 0.068; H 0.088; H 0.103; H 0.078; H 0.078; H 0.085; H 0.117; H 0.115; H 0.119; H 0.114; H 0.076; H 0.081; H 0.085; H 0.092; H 0.104; H 0.050; H 0.090; H 0.017; H 0.079; H 0.048; H 0.090; H 0.041; H 0.071; H 0.090; H 0.072; H 0.087; H 0.026; H 0.096; F 0.138; C -0.770; F 0.141; F 0.166; S 0.836; O -0.639; O -0.315; N -0.153; S 0.637; O -0.226; O -0.474; C -0.644; F 0.148; F 0.162; F 0.133; S 0.786; C -0.667; C -0.283; N 0.188; C -0.653; S 0.755; C -0.279; N 0.190



Record 2
Density functional theory data (the ωB97M-V functional and the def2-TZVPD basis) for a cluster of 3 separate species, C13H20O7 in total.

Atoms and positions in Å:
O 0.421 2.808 3.035
C -0.044 2.089 2.175
O -0.912 2.557 1.207
C -1.267 1.501 0.392
O -2.038 1.616 -0.527
C -0.558 0.287 0.855
C -0.590 -1.072 0.256
C -0.658 -1.025 -1.273
C 0.509 -0.286 -1.898
O 0.217 0.139 -3.219
C 0.161 0.642 1.919
O 0.992 -0.133 2.648
H -1.410 -1.674 0.623
H 0.320 -1.594 0.528
H -1.576 -0.553 -1.592
H -0.661 -2.038 -1.652
H 1.370 -0.936 -1.983
H 0.824 0.575 -1.309
H -0.364 0.895 -3.149
H 0.466 -0.605 3.295
C 1.121 5.302 0.518
C 2.254 5.108 -0.459
O 2.062 4.709 -1.583
C 3.643 5.430 0.038
H 0.180 5.038 0.042
H 1.268 4.667 1.393
H 1.078 6.343 0.842
H 3.886 4.804 0.899
H 3.699 6.477 0.341
H 4.365 5.247 -0.754
C -1.271 -5.309 -1.259
C -1.916 -5.052 0.080
O -1.995 -3.939 0.545
C -2.460 -6.252 0.814
H -0.922 -4.372 -1.684
H -0.424 -5.987 -1.141
H -1.992 -5.764 -1.939
H -1.659 -6.966 1.009
H -3.226 -6.742 0.211
H -2.896 -5.936 1.758

Summary:
* orbital gap: 8.58 eV
* LUMO energy: -0.82 eV

Let us look at the Löwdin charges, expressed in e, one per atom: O 0.159; C -0.341; O 0.142; C -0.361; O 0.174; C -0.056; C -0.104; C -0.162; C -0.256; O -0.051; C -0.184; O 0.112; H 0.105; H 0.128; H 0.109; H 0.096; H 0.122; H 0.118; H 0.081; H 0.131; C -0.019; C -0.506; O 0.068; C -0.026; H 0.081; H 0.069; H 0.088; H 0.084; H 0.083; H 0.079; C -0.013; C -0.490; O 0.066; C -0.022; H 0.066; H 0.089; H 0.089; H 0.086; H 0.087; H 0.081



Number 1: calculated total energy -128337.8361 eV. Number 2: calculated total energy -28137.4000 eV.